Record 1
Density functional theory data (wB97M-V/def2-TZVPD) for ClHNOPS in the gas phase in a non-equilibrium geometry.

The geometry in XYZ format:
```
6
ClHNOPS, DFT wB97M-V/def2-TZVPD
N -0.276 0.222 0.126
O -2.198 -1.144 -0.477
P -0.783 -1.379 -0.012
S 1.546 0.867 0.836
Cl 2.657 0.513 -0.856
H -0.946 0.921 0.384
```

The LUMO energy is -0.92 eV. Its total energy is -36199.387 eV. The HOMO-LUMO gap comes out at 9.00 eV. As for the energy relative to the best compared isomer or geometry (same formula, charge and spin): 1.079 eV. As for the SMILES: O=PNSCl. For the molar mass, the calculation gives 129.5 u.

How is the electron density shared among the atoms? According to Löwdin, the charges in e are:
1. N -0.52
2. O -0.52
3. P 0.72
4. S 0.30
5. Cl 0.03
6. H -0.01

---

Record 2
Density functional theory data (wB97M-V/def2-TZVPD) for ClHO3 in the gas phase in a non-equilibrium geometry.

The geometry in XYZ format:
```
5
ClHO3, DFT wB97M-V/def2-TZVPD
H -0.505 1.245 0.073
O 0.180 1.093 -0.544
O 0.780 -0.691 1.201
O -0.894 -1.104 -0.500
Cl 0.438 -0.543 -0.230
```

The LUMO energy is 0.16 eV. Its total energy is -18674.507 eV. The HOMO-LUMO gap comes out at 11.95 eV. As for the energy relative to the best compared isomer or geometry (same formula, charge and spin): 0.066 eV. For the molar mass, the calculation gives 84.5 u.

How is the electron density shared among the atoms? According to Löwdin, the charges in e are:
1. H 0.03
2. O -0.23
3. O -0.41
4. O -0.42
5. Cl 1.04

---

Record 3
Density functional theory data (wB97M-V/def2-TZVPD) for a molecular structure, ClKO4 in a non-equilibrium geometry.

The geometry in XYZ format:
```
6
ClKO4, DFT wB97M-V/def2-TZVPD
K 0.251 -1.454 -2.442
Cl -0.026 0.312 0.561
O -1.179 -0.248 -0.202
O -0.261 1.727 0.555
O 0.041 -0.421 1.780
O 1.174 0.085 -0.253
```

The LUMO energy is -1.15 eV. Its total energy is -37030.587 eV. The HOMO-LUMO gap comes out at 8.28 eV. As for the energy relative to the best compared isomer or geometry (same formula, charge and spin): 0.000 eV. For the molar mass, the calculation gives 138.5 u.

How is the electron density shared among the atoms? According to Löwdin, the charges in e are:
1. K 0.95
2. Cl 0.65
3. O -0.48
4. O -0.33
5. O -0.32
6. O -0.47

---

Record 4
Density functional theory data (wB97M-V/def2-TZVPD) for a molecular structure, ClLi5.

The geometry in XYZ format:
```
6
ClLi5, DFT wB97M-V/def2-TZVPD
Li 11.468 -15.431 2.602
Li 17.477 -16.447 0.844
Li 17.158 -20.996 2.530
Li 13.680 -21.254 5.554
Li 12.008 -20.057 0.208
Cl 13.854 -18.396 2.360
```

The LUMO energy is -13.52 eV. Its charge is +4. Its total energy is -13508.485 eV. The HOMO-LUMO gap comes out at 7.93 eV. As for the energy relative to the best compared isomer or geometry (same formula, charge and spin): 0.000 eV. For the molar mass, the calculation gives 70.2 u.

How is the electron density shared among the atoms? According to Löwdin, the charges in e are:
1. Li 0.95
2. Li 0.97
3. Li 0.96
4. Li 0.97
5. Li 0.88
6. Cl -0.73